C9H12N3O | ωB97M-V with the def2-TZVPD basis set

```
25
C9H12N3O, DFT ωB97M-V with the def2-TZVPD basis set
C 0.5592 0.2352 0.3655
C -0.2679 2.4380 -0.3121
C 1.6370 -0.6561 0.4891
C -3.5695 -0.6574 -0.2726
C -2.9398 0.0551 0.6763
C 2.9035 -0.3493 0.1192
C -4.9690 -0.8521 -0.6388
C 4.0043 -1.2952 0.2940
C 3.2850 1.0908 -0.3954
N 0.4811 1.5029 -0.1515
N -0.6441 -0.1612 0.6726
N -1.6885 0.3570 0.9554
O -0.9238 3.4267 -0.4250
H 1.5616 -1.4643 1.1398
H -2.8081 -0.9767 -0.9660
H -3.5944 0.6605 1.3379
H -5.7349 -0.4373 0.0744
H -5.1061 -0.3418 -1.5664
H -5.1806 -1.8184 -0.8771
H 4.8459 -1.2872 -0.3651
H 3.6512 -2.3049 0.4214
H 4.4990 -1.0688 1.2193
H 2.6738 1.0057 -1.2298
H 4.3356 1.0480 -0.8068
H 2.9895 1.8510 0.2416
```

Calculated values
energy above the lowest of the compared OMol25 structures with the same formula, charge and spin = 137.5 kcal/mol
molecular weight = 178.22 g/mol
SMILES string = C/C=C/N=N/C(C=C(C)C)=[N+]=C=O
HOMO (alpha / beta) = -12.65 / -12.66 eV
F_max = 5.0 eV/Å
Kohn-Sham gap (alpha / beta) = 6.6 / 6.6 eV
net charge = +1



C9H12N3O | ωB97M-V with the def2-TZVPD basis set

```
25
C9H12N3O, DFT ωB97M-V with the def2-TZVPD basis set
C -0.6629 2.4520 -2.4067
C -1.9212 2.0493 -2.3319
C 0.2961 1.9387 -1.4916
C -2.2024 1.0727 -1.3893
C 1.3712 0.1762 0.4041
C 1.4692 -1.1220 -0.3038
C 0.4204 -2.1142 0.1773
C -0.0836 -1.4234 1.5660
C 0.7292 0.5369 2.6840
N -0.0719 1.0041 -0.6490
N -1.3000 0.5316 -0.5984
N 0.5831 -0.2228 1.6148
O 2.2188 1.0126 0.4677
H -0.3364 3.1808 -3.1453
H -2.7969 2.6428 -2.7508
H 1.2834 2.3392 -1.5293
H -3.1745 0.7360 -1.4849
H 1.2661 -1.0402 -1.4482
H 2.5104 -1.2905 -0.3474
H -0.4217 -2.0279 -0.5242
H 0.6635 -3.1415 0.2819
H -1.1756 -1.4554 1.4772
H 0.3259 -2.0356 2.3722
H 1.4006 1.4360 2.6805
H 0.1821 0.4572 3.6431
```

Calculated values
energy above the lowest of the compared OMol25 structures with the same formula, charge and spin = 90.1 kcal/mol
molecular weight = 178.22 g/mol
HOMO = -13.51 eV
F_max = 6.9 eV/Å
Kohn-Sham gap = 8.8 eV
net charge = +1



C9H12N4 | ωB97M-V with the def2-TZVPD basis set

```
25
C9H12N4, DFT ωB97M-V with the def2-TZVPD basis set
C -1.9667 0.3160 -0.3633
C -1.2482 -0.9113 -2.2049
C -0.6417 0.6616 -0.2220
C -2.3466 -0.5504 -1.3836
C 0.4100 0.0494 -0.9393
C 0.7774 2.2900 1.3121
C 0.8731 0.8708 1.6632
C 1.2018 -0.1125 2.6430
C 2.6548 -0.7398 -0.6368
N 0.0518 -0.7451 -1.9602
N -0.2661 1.2729 0.9951
N 1.6552 0.2316 -0.4862
N -3.5985 -1.0273 -1.5550
H -2.7391 0.7032 0.3240
H -1.3974 -1.5199 -3.1177
H 0.5069 3.0914 1.9870
H 1.2761 2.6417 0.3593
H 1.2917 0.2705 3.7122
H 2.1805 -0.4871 2.3278
H 0.4436 -0.9322 2.5938
H 3.3692 -0.3846 -1.4051
H 3.3941 -0.7611 0.2522
H 2.3048 -1.7128 -1.0268
H -4.3898 -0.6268 -0.9079
H -3.7970 -1.8883 -1.9610
```

Calculated values
energy above the lowest of the compared OMol25 structures with the same formula, charge and spin = 111.5 kcal/mol
molecular weight = 176.22 g/mol
HOMO (alpha / beta) = -6.36 / -6.36 eV
F_max = 5.1 eV/Å
Kohn-Sham gap (alpha / beta) = 6.4 / 6.4 eV



C9H12N4O | ωB97M-V with the def2-TZVPD basis set

```
26
C9H12N4O, DFT ωB97M-V with the def2-TZVPD basis set
C -3.8477 0.0421 0.9332
C 1.2064 3.1337 -0.2892
C -4.0980 0.0731 -0.4165
C 0.6058 2.8906 0.9810
C -2.4450 -0.0331 1.0528
C 0.6409 2.1777 -1.1081
C 1.9819 -2.4261 0.1616
C 1.3000 -1.1903 -0.3408
C -0.6519 0.0706 -0.6453
N -2.9673 -0.0509 -1.1356
N -0.0267 1.7292 0.9417
N -1.9879 -0.0373 -0.2013
N -0.0045 1.3044 -0.2961
O -0.0268 -1.0917 0.1032
H -4.5723 0.1033 1.7952
H 1.8334 3.9788 -0.3903
H -5.1057 0.1246 -0.8092
H 0.6971 3.4431 1.8234
H -1.8246 -0.0947 1.8465
H 0.6587 1.8648 -2.1815
H 1.5982 -3.3960 -0.2797
H 2.8988 -2.5050 -0.3059
H 1.9392 -2.4112 1.1870
H 1.4354 -1.3097 -1.3732
H 1.7521 -0.3568 0.0937
H -0.7208 -0.2920 -1.7607
```

Calculated values
energy above the lowest of the compared OMol25 structures with the same formula, charge and spin = 69.8 kcal/mol
molecular weight = 192.22 g/mol
SMILES string = CCOC(n1cccn1)n1cccn1
HOMO = -9.06 eV
F_max = 4.6 eV/Å
Kohn-Sham gap = 10.0 eV



C9H12N4O5 | ωB97M-V with the def2-TZVPD basis set

```
30
C9H12N4O5, DFT ωB97M-V with the def2-TZVPD basis set
C -2.2375 -2.5471 0.2596
C -2.9695 -1.2791 0.0597
N -4.1926 -1.1591 -0.3608
O -4.4673 0.1536 -0.4240
N -3.4160 0.8997 -0.0394
C -2.4676 0.0582 0.2677
N -1.2118 0.3603 0.7285
C -0.5057 1.4780 0.3786
O -0.8828 2.3979 -0.2847
O 0.7398 1.3791 0.9245
C 1.7360 2.1686 0.2985
H 1.3118 3.1276 -0.0155
C 2.2724 1.4087 -0.9256
N 2.8410 0.1357 -0.5626
C 2.0980 -0.9709 -0.2989
O 0.9227 -1.1263 -0.5016
O 2.8864 -1.9349 0.2226
C 4.2284 -1.4859 0.3152
H 4.5785 -1.6575 1.3356
H 4.8376 -2.0762 -0.3764
C 4.1910 0.0022 -0.0676
H 4.9152 0.2498 -0.8490
H 4.3664 0.6543 0.7961
H 1.4383 1.2166 -1.6061
H 3.0321 2.0010 -1.4386
H 2.5143 2.3274 1.0473
H -0.6441 -0.4334 1.0005
H -2.7879 -3.3643 -0.1963
H -1.2460 -2.4716 -0.1863
H -2.1233 -2.7497 1.3246
```

Calculated values
molecular weight = 256.22 g/mol
SMILES string = Cc1nonc1NC(=O)OCCN1CCOC1=O
HOMO = -9.45 eV
F_max = 1.4 eV/Å
Kohn-Sham gap = 9.9 eV



C9H12N6 | ωB97M-V with the def2-TZVPD basis set

```
27
C9H12N6, DFT ωB97M-V with the def2-TZVPD basis set
C 2.8207 0.6148 1.1732
C 1.4480 1.8146 -0.6658
C 2.3672 -0.5370 0.6518
C 1.0149 0.6246 -1.0777
C -0.0751 -0.9057 0.4063
C -0.9764 -1.9528 0.6889
C -2.8233 0.9786 -1.3112
C 2.2629 1.9102 0.5586
C 1.2434 -0.6813 -0.3287
N -0.3484 0.0847 1.1858
N -0.5182 0.8843 1.9654
N -2.2987 1.6055 -2.1983
N -3.6324 0.3599 -0.6418
N -0.7916 -3.1070 0.0139
N -3.7058 -0.8104 0.0738
H 3.7565 0.7060 1.6905
H 1.3615 2.7505 -1.1600
H 2.7953 -1.4774 1.0104
H 0.3277 0.5864 -1.9519
H 1.6006 2.4708 1.3473
H 3.2193 2.4609 0.2762
H 1.5057 -1.5708 -0.9488
H -1.9372 2.4747 -1.8500
H 0.1958 -3.3820 -0.2502
H -1.4920 -3.9112 0.2645
H -2.8969 -1.3409 0.3013
H -4.4235 -0.6500 0.7766
```

Calculated values
energy above the lowest of the compared OMol25 structures with the same formula, charge and spin = 107.4 kcal/mol
molecular weight = 204.24 g/mol
HOMO = -7.92 eV
F_max = 4.9 eV/Å
Kohn-Sham gap = 8.4 eV



C9H12NO3P | ωB97M-V with the def2-TZVPD basis set

```
26
C9H12NO3P, DFT ωB97M-V with the def2-TZVPD basis set
C 3.5308 0.9528 -0.8507
C 2.9170 -0.1026 -1.5354
C 3.1774 1.4212 0.4307
C 1.9090 -0.7374 -0.8174
C 2.1888 0.7757 1.1384
C 1.5909 -0.3860 0.5243
C -3.3197 -0.5622 -0.9547
C -2.9085 0.8941 -1.2804
C -0.4624 -0.8022 1.9509
N 0.7578 -1.2282 1.2954
O -3.8399 -0.5613 0.3688
O -2.4842 1.4895 -0.0798
O -1.5169 -0.4422 1.0576
P -2.8102 0.4850 1.2509
H 4.3100 1.5372 -1.3450
H 3.2961 -0.6356 -2.4111
H 3.8040 2.2880 0.7454
H 1.3255 -1.6113 -1.2887
H 2.0293 0.8771 2.1859
H -4.0955 -0.9782 -1.5132
H -2.4995 -1.3326 -0.9330
H -2.2785 0.9883 -2.0789
H -3.8645 1.3267 -1.6569
H 0.4871 -2.0763 0.7018
H -0.8990 -1.6655 2.5742
H -0.3449 0.0859 2.5208
```

Calculated values
energy above the lowest of the compared OMol25 structures with the same formula, charge and spin = 0.0 kcal/mol
molecular weight = 213.17 g/mol
SMILES string = c1ccc(NCOP2OCCO2)cc1
HOMO = -8.37 eV
F_max = 4.0 eV/Å
Kohn-Sham gap = 9.2 eV



C9H12O2 | ωB97M-V with the def2-TZVPD basis set

```
23
C9H12O2, DFT ωB97M-V with the def2-TZVPD basis set
C -1.5019 -1.6882 0.5051
C -0.2285 -2.0939 0.3402
C -1.5845 0.3131 1.5108
C -2.0382 -0.3141 0.4282
C 1.0642 -0.0434 -0.8880
C 0.9533 -1.3941 -0.1269
C 1.6569 -0.1761 0.5190
C -3.9097 0.9500 -0.0624
C 3.8597 0.7682 0.0515
O -3.1197 -0.2121 -0.3254
O 2.9392 -0.0466 0.8185
H -2.1191 -2.5454 0.7969
H -0.1432 -3.1863 0.5431
H -0.5516 0.2741 1.8215
H 1.6057 0.1652 -1.8300
H 0.0734 0.5973 -0.9444
H 1.7604 -2.1761 -0.5483
H -4.9203 0.8195 -0.3681
H -3.4951 1.8757 -0.6962
H -3.6849 1.3244 0.8469
H 4.6443 0.1992 -0.4748
H 4.1424 1.3432 0.8973
H 3.2087 1.3777 -0.6923
```

Calculated values
energy above the lowest of the compared OMol25 structures with the same formula, charge and spin = 218.4 kcal/mol
molecular weight = 152.19 g/mol
HOMO (alpha / beta) = -7.80 / -7.65 eV
F_max = 5.3 eV/Å
Kohn-Sham gap (alpha / beta) = 7.9 / 7.4 eV



Among the records above, which one has the highest molecular weight? C9H12N4O5



Look up the F_max of the fifth one. 1.4 eV/Å



Repeat the fourth record exactly.
C9H12N4O | ωB97M-V with the def2-TZVPD basis set

```
26
C9H12N4O, DFT ωB97M-V with the def2-TZVPD basis set
C -3.8477 0.0421 0.9332
C 1.2064 3.1337 -0.2892
C -4.0980 0.0731 -0.4165
C 0.6058 2.8906 0.9810
C -2.4450 -0.0331 1.0528
C 0.6409 2.1777 -1.1081
C 1.9819 -2.4261 0.1616
C 1.3000 -1.1903 -0.3408
C -0.6519 0.0706 -0.6453
N -2.9673 -0.0509 -1.1356
N -0.0267 1.7292 0.9417
N -1.9879 -0.0373 -0.2013
N -0.0045 1.3044 -0.2961
O -0.0268 -1.0917 0.1032
H -4.5723 0.1033 1.7952
H 1.8334 3.9788 -0.3903
H -5.1057 0.1246 -0.8092
H 0.6971 3.4431 1.8234
H -1.8246 -0.0947 1.8465
H 0.6587 1.8648 -2.1815
H 1.5982 -3.3960 -0.2797
H 2.8988 -2.5050 -0.3059
H 1.9392 -2.4112 1.1870
H 1.4354 -1.3097 -1.3732
H 1.7521 -0.3568 0.0937
H -0.7208 -0.2920 -1.7607
```

Calculated values
energy above the lowest of the compared OMol25 structures with the same formula, charge and spin = 69.8 kcal/mol
molecular weight = 192.22 g/mol
SMILES string = CCOC(n1cccn1)n1cccn1
HOMO = -9.06 eV
F_max = 4.6 eV/Å
Kohn-Sham gap = 10.0 eV